1.
{"formula": "C5H10N2OS2", "method": "the ωB97M-V functional and the def2-TZVPD basis", "de_lowest_kcal_mol": 0.0, "orbital_gap_ha": 0.3492, "energy_ev": -32044.797, "charge": 0, "spin_multiplicity": 1, "species": ["C", "C", "C", "C", "C", "N", "N", "O", "S", "S", "H", "H", "H", "H", "H", "H", "H", "H", "H", "H"], "xyz": [[0.158, -1.765, -0.275], [0.789, 1.833, -0.078], [-0.615, 1.850, 0.548], [1.344, 0.413, 0.070], [-1.340, 0.597, 0.162], [0.284, -0.444, -0.345], [1.302, -2.513, -0.153], [-0.948, -2.321, -0.333], [-2.058, -0.328, 1.474], [-2.186, 0.647, -1.385], [0.713, 2.072, -1.138], [1.435, 2.565, 0.405], [-0.537, 1.895, 1.637], [-1.162, 2.726, 0.194], [2.219, 0.293, -0.580], [1.649, 0.222, 1.110], [2.194, -2.098, -0.357], [1.207, -3.500, -0.337], [-1.940, -1.496, 0.781], [-2.506, -0.646, -1.400]], "forces_ev_per_angstrom": [[0.249, -0.145, -0.070], [0.079, -0.244, 0.016], [0.201, 0.189, 0.026], [0.316, 0.003, 0.151], [2.182, -2.164, -0.941], [-2.625, 2.043, 0.624], [0.231, -0.178, 0.111], [-0.110, -0.487, -0.190], [-0.196, 0.350, 0.523], [-0.209, 0.577, -0.180], [0.025, 0.033, -0.033], [0.010, 0.059, -0.046], [-0.049, 0.025, -0.092], [-0.046, -0.001, 0.091], [0.049, 0.052, 0.090], [0.050, 0.040, -0.067], [-0.026, -0.006, -0.010], [-0.041, 0.132, 0.009], [-0.079, -0.076, -0.048], [-0.008, -0.203, 0.035]], "nbo_charge": [0.769, -0.378, -0.501, -0.237, -0.098, -0.499, -0.839, -0.714, -0.012, 0.055, 0.213, 0.219, 0.229, 0.241, 0.201, 0.183, 0.384, 0.404, 0.219, 0.161]}

2.
{"formula": "C14H23F3MoNO3PS", "method": "the ωB97M-V functional and the def2-TZVPD basis", "de_lowest_kcal_mol": 13.8, "orbital_gap_ha": [0.2587, 0.2673], "energy_ev": -52633.295, "charge": 2, "spin_multiplicity": 3, "species": ["C", "C", "C", "C", "C", "C", "C", "C", "N", "Mo", "C", "P", "H", "H", "H", "H", "H", "H", "H", "H", "C", "C", "H", "C", "C", "H", "H", "H", "H", "H", "H", "H", "H", "H", "H", "H", "H", "H", "H", "F", "C", "F", "F", "S", "O", "O", "O"], "xyz": [[1.308, 3.051, -3.856], [0.099, 2.441, -4.213], [-0.572, 1.605, -3.321], [-0.042, 1.342, -2.045], [1.217, 1.882, -1.696], [1.841, 2.807, -2.585], [-1.896, 0.990, -3.704], [-2.333, 0.304, -2.416], [-2.997, -0.892, -2.074], [-1.240, -0.114, -0.690], [2.027, 1.448, -0.508], [2.837, -0.195, -0.811], [-0.345, 2.599, -5.190], [2.810, 3.247, -2.319], [1.837, 3.693, -4.576], [1.412, 1.377, 0.395], [2.851, 2.150, -0.318], [-2.615, 1.771, -4.007], [-1.775, 0.269, -4.530], [-1.268, -0.240, -2.360], [4.590, 0.039, -0.448], [2.700, -0.797, -2.490], [-2.554, 1.070, -1.647], [-3.067, -1.978, -3.056], [-3.932, -0.953, -0.900], [2.327, -1.110, 0.120], [-3.967, -2.517, -2.783], [-3.138, -1.618, -4.095], [-2.195, -2.639, -2.980], [-4.432, -1.929, -1.014], [-3.386, -0.973, 0.097], [-4.711, -0.128, -0.901], [3.667, -1.262, -2.733], [1.912, -1.559, -2.516], [2.474, -0.004, -3.211], [4.806, 1.114, -0.502], [4.767, -0.365, 0.556], [5.163, -0.515, -1.203], [-2.302, 0.805, 0.169], [-0.249, -1.127, 4.770], [-0.418, 0.021, 4.060], [-1.730, 0.375, 4.101], [0.316, 1.007, 4.637], [0.142, -0.166, 2.270], [1.548, -0.537, 2.398], [-0.729, -1.220, 1.702], [-0.100, 1.154, 1.682]], "forces_ev_per_angstrom": [[-0.336, -0.106, 0.133], [0.196, 0.081, 0.159], [0.160, 0.393, 0.121], [0.501, -0.954, 1.055], [0.290, 0.903, -0.949], [-0.335, -0.882, -0.016], [-0.678, 0.019, -0.685], [-0.601, -0.198, -1.135], [-0.211, 0.432, 1.340], [2.314, -0.298, 3.138], [-0.221, -0.387, -0.064], [0.665, 1.166, 0.647], [0.155, 0.112, 0.007], [-0.466, -0.171, -0.009], [-0.333, -0.309, 0.468], [0.270, 0.012, -0.006], [-0.291, -0.196, -0.006], [0.164, -0.420, 0.058], [-0.135, 0.287, 0.237], [0.867, 1.247, -0.775], [-0.214, -0.248, 0.015], [-0.266, -0.429, -0.191], [-0.220, 0.464, -0.200], [0.128, -0.414, -0.220], [-1.086, 0.035, 0.221], [-0.096, -0.072, -0.213], [0.079, -0.362, -0.443], [-0.083, 0.089, 0.541], [-0.222, 0.032, 0.022], [0.040, 0.554, 0.408], [-0.763, -0.018, -0.956], [1.044, -0.899, -0.055], [-0.422, 0.038, -0.050], [0.207, 0.103, -0.243], [0.088, -0.081, 0.229], [0.155, -0.398, 0.091], [0.248, 0.260, -0.214], [0.055, 0.185, 0.398], [0.082, 0.347, -0.356], [-0.169, 1.460, -1.259], [-0.347, 0.170, 1.327], [1.347, -0.431, -0.211], [-0.803, -1.190, -0.841], [1.772, -0.485, 2.389], [-1.441, 0.311, -0.757], [-0.442, 0.755, -1.909], [-0.647, -0.511, -1.240]], "nbo_charge": [-0.147, -0.208, 0.037, -0.264, -0.051, -0.187, -0.455, -0.182, -0.355, 1.007, -0.746, 1.266, 0.243, 0.241, 0.260, 0.319, 0.283, 0.285, 0.260, 0.252, -0.934, -0.970, 0.311, -0.427, -0.425, 0.064, 0.251, 0.244, 0.229, 0.260, 0.220, 0.265, 0.291, 0.259, 0.287, 0.273, 0.296, 0.273, 0.073, -0.290, 0.745, -0.306, -0.293, 2.280, -0.932, -0.957, -0.944]}

3.
{"formula": "C30H43Cl3NO4P2W", "method": "the ωB97M-V functional and the def2-TZVPD basis", "de_lowest_kcal_mol": 0.0, "orbital_gap_ha": [0.2897, 0.2572], "energy_ev": -99457.855, "charge": 1, "spin_multiplicity": 3, "species": ["W", "C", "C", "C", "P", "C", "C", "C", "C", "C", "C", "C", "C", "C", "C", "N", "C", "C", "C", "C", "C", "C", "C", "P", "C", "C", "C", "C", "C", "C", "H", "H", "H", "H", "H", "H", "H", "H", "H", "H", "H", "H", "H", "H", "H", "H", "H", "H", "H", "H", "H", "H", "H", "H", "H", "H", "H", "H", "H", "H", "H", "H", "H", "H", "H", "H", "H", "H", "H", "H", "C", "C", "O", "O", "H", "H", "H", "Cl", "C", "Cl", "Cl", "C", "O", "O"], "xyz": [[-0.754, 0.553, 0.031], [-2.386, 1.374, 3.631], [-0.867, 1.566, 3.681], [-0.442, 3.018, 3.484], [-0.106, 0.412, 2.479], [-0.147, -1.277, 3.217], [0.013, -1.314, 4.737], [0.930, -2.146, 2.561], [1.613, 0.903, 2.272], [2.434, 1.338, 3.312], [3.685, 1.884, 3.067], [4.578, 2.327, 4.190], [4.074, 2.028, 1.735], [3.280, 1.597, 0.688], [2.055, 0.986, 0.949], [1.202, 0.501, -0.102], [1.833, -0.092, -1.248], [3.051, -0.758, -1.154], [3.659, -1.267, -2.290], [3.083, -1.138, -3.550], [3.750, -1.681, -4.782], [1.838, -0.526, -3.624], [1.193, -0.032, -2.492], [-0.505, 0.583, -2.497], [-0.496, 2.076, -3.554], [0.513, 3.089, -3.016], [-1.889, 2.676, -3.729], [-1.556, -0.715, -3.288], [-3.019, -0.596, -2.851], [-1.460, -0.793, -4.812], [-2.871, 2.078, 4.308], [-2.680, 0.367, 3.931], [-2.788, 1.545, 2.629], [-0.509, 1.233, 4.660], [-0.589, 3.364, 2.462], [0.605, 3.170, 3.740], [-1.045, 3.646, 4.141], [-1.139, -1.664, 2.958], [0.958, -0.866, 5.048], [0.029, -2.353, 5.067], [-0.800, -0.819, 5.265], [1.916, -1.869, 2.938], [0.952, -2.063, 1.474], [0.760, -3.192, 2.820], [2.079, 1.278, 4.334], [4.013, 2.471, 5.109], [5.080, 3.263, 3.949], [5.352, 1.584, 4.389], [5.022, 2.500, 1.510], [3.611, 1.737, -0.330], [3.533, -0.875, -0.195], [4.609, -1.776, -2.191], [4.824, -1.788, -4.634], [3.590, -1.026, -5.637], [3.353, -2.664, -5.041], [1.365, -0.431, -4.593], [-0.138, 1.716, -4.527], [0.261, 3.412, -2.004], [0.512, 3.970, -3.659], [1.523, 2.680, -3.005], [-2.352, 2.924, -2.774], [-2.569, 2.009, -4.257], [-1.818, 3.599, -4.304], [-1.142, -1.635, -2.858], [-3.511, 0.258, -3.317], [-3.144, -0.488, -1.773], [-3.557, -1.491, -3.168], [-1.791, 0.129, -5.289], [-2.117, -1.590, -5.165], [-0.458, -1.025, -5.167], [-2.309, -3.182, 0.256], [-1.760, -1.802, 0.214], [-0.640, -1.540, -0.339], [-2.364, -0.802, 0.694], [-1.504, -3.911, 0.277], [-2.893, -3.341, -0.653], [-2.973, -3.301, 1.108], [-4.439, 3.841, -0.859], [-2.891, 4.049, -0.064], [-3.131, 4.533, 1.621], [-1.919, 5.258, -0.911], [-2.123, 2.714, -0.039], [-0.876, 2.703, 0.191], [-2.701, 1.623, -0.225]], "forces_ev_per_angstrom": [[-0.712, -0.188, 0.249], [-0.043, 0.000, -0.025], [-0.005, -0.161, 0.170], [-0.041, 0.081, -0.094], [0.168, -0.009, -0.035], [-0.010, -0.049, 0.052], [-0.033, -0.005, -0.002], [0.034, -0.034, -0.038], [0.123, 0.051, 0.068], [0.001, -0.008, -0.080], [-0.031, -0.012, -0.031], [0.031, 0.029, 0.027], [-0.005, -0.008, -0.003], [-0.018, -0.053, 0.121], [-0.163, 0.017, -0.212], [0.458, 0.203, -0.124], [-0.052, 0.110, 0.256], [-0.037, 0.005, -0.137], [-0.007, -0.026, 0.045], [-0.054, 0.018, 0.021], [0.034, 0.008, -0.021], [0.018, -0.012, 0.032], [0.083, -0.079, -0.099], [-0.019, -0.041, -0.065], [0.055, -0.040, -0.132], [-0.004, 0.021, 0.051], [-0.018, 0.029, 0.020], [0.089, -0.097, -0.025], [-0.040, 0.019, 0.059], [-0.001, -0.064, -0.001], [0.001, -0.009, 0.026], [0.005, -0.036, -0.012], [0.036, 0.028, 0.012], [-0.032, 0.080, 0.008], [0.000, -0.034, 0.041], [0.015, 0.004, -0.012], [0.005, 0.036, 0.007], [0.027, 0.008, 0.006], [0.029, 0.037, -0.007], [-0.002, -0.023, -0.004], [-0.032, 0.028, -0.004], [0.007, 0.021, -0.006], [-0.044, 0.008, -0.020], [0.002, -0.011, -0.002], [-0.015, -0.017, 0.032], [0.000, -0.002, 0.014], [-0.005, 0.003, -0.008], [0.001, -0.015, -0.005], [0.029, 0.019, 0.001], [0.009, -0.028, -0.059], [0.031, 0.030, 0.070], [0.021, 0.000, -0.005], [0.000, 0.003, 0.001], [0.000, 0.002, -0.012], [-0.008, -0.012, 0.007], [0.017, 0.007, 0.015], [-0.032, 0.054, 0.007], [-0.011, -0.007, -0.013], [0.019, 0.024, -0.004], [0.008, -0.010, 0.017], [0.007, -0.004, 0.026], [0.006, -0.028, -0.019], [0.003, 0.014, -0.012], [-0.017, 0.066, -0.045], [0.002, 0.021, -0.004], [0.036, -0.008, -0.019], [-0.023, -0.010, -0.014], [-0.017, 0.054, -0.006], [-0.007, -0.007, -0.004], [-0.017, 0.005, 0.021], [-0.042, 0.017, -0.006], [0.000, -0.097, -0.001], [0.031, -0.248, -0.032], [0.019, 0.061, 0.017], [0.027, -0.004, -0.001], [-0.001, -0.008, -0.010], [-0.001, 0.015, 0.008], [-0.065, 0.006, -0.045], [0.144, -0.063, -0.067], [-0.010, -0.011, 0.045], [-0.028, -0.018, 0.038], [0.027, 0.265, -0.006], [0.004, 0.006, 0.046], [0.041, 0.083, -0.050]], "lowdin_charge": [1.557, -0.099, -0.517, -0.098, 1.042, -0.509, -0.096, -0.100, -0.292, -0.044, -0.259, -0.039, -0.010, -0.012, -0.277, -0.176, -0.285, -0.013, -0.012, -0.259, -0.040, -0.029, -0.289, 1.043, -0.512, -0.096, -0.088, -0.506, -0.097, -0.090, 0.088, 0.078, 0.057, 0.099, 0.044, 0.069, 0.086, 0.100, 0.079, 0.089, 0.071, 0.085, 0.057, 0.089, 0.115, 0.079, 0.085, 0.089, 0.123, 0.123, 0.121, 0.121, 0.081, 0.083, 0.089, 0.102, 0.113, 0.050, 0.089, 0.076, 0.038, 0.063, 0.093, 0.106, 0.076, 0.051, 0.089, 0.074, 0.090, 0.061, 0.048, -0.673, -0.145, -0.114, 0.099, 0.102, 0.100, 0.679, -1.515, 0.679, 0.669, -0.821, -0.163, -0.116]}

4.
{"formula": "C5H7NS2", "method": "the ωB97M-V functional and the def2-TZVPD basis", "de_lowest_kcal_mol": 100.9, "orbital_gap_ha": 0.2959, "energy_ev": -28454.490, "charge": 0, "spin_multiplicity": 1, "species": ["C", "C", "C", "C", "C", "H", "H", "H", "H", "H", "H", "H", "N", "S", "S"], "xyz": [[-0.533, 1.012, 2.387], [-0.541, 0.197, 1.104], [0.191, 0.661, 0.172], [0.480, -0.209, -0.998], [-1.382, -1.117, 0.789], [1.336, 1.797, 3.119], [0.529, 2.662, 1.361], [-0.255, 0.384, 3.249], [-1.620, 1.380, 2.662], [1.023, 1.409, 0.323], [-1.429, -1.731, 1.866], [-2.430, -0.932, 0.613], [0.237, 2.232, 2.588], [1.183, 0.272, -2.463], [-0.439, -1.762, -0.789]], "forces_ev_per_angstrom": [[-3.180, 0.087, 2.124], [-2.800, -0.844, 2.455], [5.185, 0.188, -3.592], [-1.426, 0.346, -1.860], [2.302, 0.234, 2.734], [-3.944, 2.091, -2.694], [-0.815, -1.504, 5.175], [-0.345, -0.247, -0.419], [1.553, -1.093, -0.822], [-1.460, -0.485, -0.323], [0.677, 0.872, -3.168], [-0.150, 0.287, -0.601], [5.495, -0.247, -2.933], [-0.669, -0.988, 2.441], [-0.424, 1.305, 1.484]], "nbo_charge": [-0.277, 0.062, -0.340, -0.237, -0.528, 0.348, 0.354, 0.213, 0.201, 0.233, 0.243, 0.239, -0.787, -0.009, 0.287]}